No. 1
# CHF2NO3

An isolated molecule of CHF2NO3 at a distorted geometry (ωB97M-V/def2-TZVPD, the Open Molecules 2025 dataset).

Geometry (Å):
O 1.44 -1.08 0.96
N 0.36 -1.07 0.43
O -0.59 -1.77 0.43
C 0.21 0.32 -0.46
O -0.78 1.15 0.52
F 1.36 0.95 -0.61
F -0.42 -0.10 -1.52
H -1.58 1.61 0.25

Its total charge is 0. The SMILES is O=[N+]([O-])C(O)(F)F. Its energy above the lowest of the compared OMol25 structures with the same formula, charge and spin is 44.1 kcal per mole. The LUMO energy comes out at 0.0 eV. The value obtained for the orbital gap is 0.4206 hartree. Its highest occupied orbital energy is -11.46 eV.

***

No. 2
# CHF2NO3S

A cluster of 2 separate species, CHF2NO3S in total at a distorted geometry (ωB97M-V/def2-TZVPD, the Open Molecules 2025 dataset).

Geometry (Å):
C 1.32 0.37 -1.27
N -0.46 -0.17 -0.44
O 2.22 0.60 -0.60
O 0.57 -0.82 1.71
O -1.86 -1.16 1.29
F 1.07 0.34 -2.52
F -0.98 1.07 1.66
S -0.65 -0.44 1.12
H -1.22 0.22 -0.96

Its total charge is 0. Its energy above the lowest of the compared OMol25 structures with the same formula, charge and spin is 22.6 kcal per mole. The LUMO energy comes out at -1.0 eV. The value obtained for the orbital gap is 0.3792 hartree. Its highest occupied orbital energy is -11.29 eV.

***

Results for E_tot: -518.76577; -917.02441 (in Ha, following the order of the records).